# 1
{
  "formula": "C37H54N3OP2Sn",
  "method": "wB97M-V/def2-TZVPD",
  "homo_lumo_gap_ev": 5.163,
  "lumo_energy_ev": -2.8482,
  "relative_energy_ev": 0.000,
  "homo_ev": -8.0,
  "charge": 1,
  "total_energy_ev": -70165.755,
  "species": ["C", "C", "C", "C", "C", "H", "H", "H", "N", "P", "P", "C", "H", "H", "C", "O", "C", "H", "C", "C", "C", "C", "C", "H", "H", "H", "C", "H", "H", "H", "C", "H", "H", "H", "C", "H", "H", "H", "C", "H", "H", "H", "C", "H", "H", "H", "C", "H", "H", "H", "C", "H", "H", "H", "C", "H", "H", "H", "C", "H", "H", "H", "C", "H", "H", "H", "C", "H", "H", "H", "Sn", "N", "C", "C", "C", "C", "C", "H", "C", "H", "C", "H", "H", "H", "C", "C", "C", "C", "N", "C", "C", "H", "H", "H", "H", "H", "H", "H"],
  "positions_angstrom": [[-1.384407, -1.598123, -2.369794], [0.653698, -2.574549, -1.603709], [-1.567372, -2.611371, -3.307578], [0.394224, -3.701959, -2.428488], [-0.680366, -3.695010, -3.300299], [-2.415862, -2.537611, -3.985998], [1.097819, -4.529899, -2.362786], [-0.849104, -4.533587, -3.966861], [-0.297673, -1.566960, -1.574973], [-2.608843, 0.009382, -0.436448], [2.467964, -0.918815, -0.181263], [-2.379779, -0.447799, -2.211284], [-2.022067, 0.445907, -2.744095], [-3.357134, -0.704890, -2.641365], [0.218271, 2.335160, 1.479572], [0.911116, 3.082774, 1.998466], [1.847784, -2.430152, -0.854228], [2.477471, -3.317721, -0.742827], [3.537530, -0.129148, -1.564859], [3.535388, -1.292360, 1.355373], [-3.375856, 1.739981, -0.325506], [-3.740484, -1.388753, 0.190137], [3.595671, 1.380604, -1.272056], [4.151799, 1.598797, -0.350877], [4.115833, 1.872996, -2.105222], [2.594447, 1.817642, -1.192836], [4.947270, -0.731370, -1.627245], [5.556986, -0.515677, -0.741695], [4.916184, -1.815886, -1.802974], [5.460046, -0.275976, -2.488691], [2.870283, -0.401815, -2.921928], [3.397515, 0.179007, -3.693505], [2.937732, -1.465204, -3.189039], [1.821836, -0.098696, -2.934731], [4.258716, 0.006421, 1.764170], [3.550104, 0.841982, 1.872307], [4.736087, -0.150447, 2.743465], [5.046300, 0.294955, 1.056469], [2.629973, -1.733767, 2.511494], [1.858349, -0.994782, 2.746773], [2.141168, -2.689908, 2.286556], [3.245080, -1.881140, 3.413464], [4.513294, -2.447566, 1.098854], [5.249329, -2.239555, 0.317537], [5.065229, -2.631536, 2.033679], [3.981032, -3.371191, 0.838252], [-4.151886, -1.063115, 1.635693], [-4.678347, -1.938786, 2.044056], [-3.277538, -0.874542, 2.273610], [-4.839090, -0.207089, 1.696408], [-2.951245, -2.707403, 0.170519], [-2.763428, -3.064899, -0.850757], [-1.995762, -2.616123, 0.696264], [-3.548813, -3.469055, 0.694362], [-4.975915, -1.571567, -0.707642], [-5.581375, -2.377348, -0.265645], [-5.603496, -0.675880, -0.765157], [-4.706450, -1.881703, -1.725847], [-2.626763, 2.710839, -1.252872], [-2.689434, 2.414422, -2.308856], [-3.096049, 3.701858, -1.157159], [-1.570450, 2.818296, -0.985382], [-3.216604, 2.209623, 1.133159], [-2.157191, 2.307970, 1.416857], [-3.689575, 3.198520, 1.224942], [-3.707045, 1.530761, 1.843311], [-4.854650, 1.710660, -0.727934], [-5.005385, 1.278153, -1.727428], [-5.482241, 1.183320, 0.002385], [-5.214585, 2.750136, -0.766599], [-0.055428, 0.012746, -0.000725], [0.262135, 1.388437, -1.804954], [0.444950, 1.903889, -2.852324], [0.587081, 2.649212, -4.036930], [0.382011, 4.043325, -3.999331], [0.912485, 2.010859, -5.254526], [0.529974, 4.799440, -5.161779], [0.105571, 4.510176, -3.051621], [1.065419, 2.777649, -6.411765], [1.028639, 0.926529, -5.269825], [0.876057, 4.165328, -6.362866], [0.373331, 5.880560, -5.123893], [1.329666, 2.284506, -7.349842], [0.996696, 4.758530, -7.270818], [-1.496852, -2.585824, 6.282861], [-1.199018, -2.112389, 4.899328], [-1.262206, -0.749232, 4.599910], [-0.969662, -0.322239, 3.306945], [-0.669334, -1.192163, 2.319459], [-0.568540, -2.503605, 2.616823], [-0.844874, -3.000901, 3.882898], [-0.836878, -2.099685, 7.010862], [-2.527529, -2.344618, 6.568025], [-1.360549, -3.667155, 6.358749], [-1.530219, -0.001981, 5.344636], [-0.960153, 0.746016, 3.053904], [-0.242310, -3.177232, 1.814800], [-0.765531, -4.072909, 4.044402]],
  "atomic_forces_ev_per_a": [[-0.139, -0.285, -0.875], [1.146, 0.831, 1.012], [-0.720, 1.292, 0.527], [-0.692, -0.421, -0.651], [1.081, -0.293, 0.758], [0.191, -0.215, 0.185], [-0.224, 0.140, -0.202], [0.067, 0.046, 0.046], [-0.053, 0.043, 0.186], [-1.400, -0.584, -0.232], [0.734, -0.345, -0.879], [-0.302, 0.085, -0.360], [-0.010, -0.290, 0.123], [0.399, -0.022, -0.114], [0.476, 2.752, 1.316], [-0.455, -1.489, -0.831], [-0.338, -0.924, 0.141], [-0.205, 0.154, -0.421], [0.226, -0.394, 0.710], [-0.077, -0.031, -0.532], [-0.126, -0.663, -0.121], [-0.247, 0.544, -0.346], [0.274, -0.074, -0.257], [-0.205, -0.018, -0.297], [-0.035, 0.057, 0.150], [0.239, -0.079, 0.063], [0.178, 0.324, -0.413], [-0.202, -0.074, -0.260], [-0.016, 0.279, 0.099], [0.037, -0.135, 0.143], [0.100, -0.007, 0.062], [-0.043, -0.080, 0.140], [-0.095, 0.299, 0.103], [0.116, -0.252, -0.010], [0.072, -0.153, 0.116], [0.188, -0.208, -0.050], [-0.080, 0.034, -0.231], [-0.258, -0.070, 0.230], [-0.131, -0.017, 0.013], [0.116, -0.046, -0.034], [0.068, 0.217, 0.005], [-0.112, 0.049, -0.255], [0.301, 0.033, 0.172], [-0.214, -0.066, 0.251], [-0.081, -0.057, -0.204], [0.100, 0.214, 0.083], [-0.158, -0.175, 0.011], [0.078, 0.217, -0.051], [-0.261, -0.021, -0.175], [0.204, -0.266, -0.030], [0.165, 0.003, 0.030], [-0.045, 0.098, 0.281], [-0.265, -0.044, -0.213], [0.117, 0.162, -0.150], [-0.228, -0.117, 0.256], [0.055, 0.138, -0.196], [0.156, -0.350, 0.017], [-0.075, 0.022, 0.293], [-0.038, 0.040, -0.010], [-0.030, 0.095, 0.236], [0.106, -0.236, -0.018], [-0.194, -0.052, 0.033], [-0.083, 0.092, -0.010], [-0.402, -0.045, -0.153], [0.114, -0.195, 0.051], [0.146, 0.249, -0.198], [-0.182, 0.461, 0.021], [0.032, 0.075, 0.284], [0.226, 0.116, -0.232], [-0.003, -0.210, 0.005], [1.052, -0.448, 1.734], [0.773, 2.003, -4.516], [-0.945, -1.403, 3.851], [0.200, 0.589, -1.480], [0.048, -0.061, 0.014], [-0.049, 0.249, 0.149], [0.000, -0.300, 0.071], [0.128, -0.072, -0.321], [-0.099, -0.029, 0.318], [0.059, 0.307, -0.055], [-0.003, -0.115, 0.203], [0.069, -0.424, -0.055], [-0.114, 0.214, 0.322], [-0.036, -0.184, 0.277], [-0.061, -0.217, 0.343], [-0.091, 0.091, -0.073], [0.210, 0.250, -0.580], [0.037, -0.742, -0.068], [0.096, -0.505, 0.511], [-0.225, 0.653, 0.200], [0.150, 0.223, -0.242], [-0.107, -0.092, -0.132], [0.163, -0.041, -0.065], [-0.042, 0.144, 0.072], [0.090, -0.269, -0.006], [-0.158, -0.523, -0.001], [-0.199, 0.346, 0.209], [-0.028, 0.197, 0.181]]
}

=====

# 2
{
  "formula": "C37H55ClN6O5P2Si2",
  "method": "wB97M-V/def2-TZVPD",
  "homo_lumo_gap_ev": 8.431,
  "lumo_energy_ev": 0.5402,
  "homo_ev": -7.9,
  "charge": 0,
  "total_energy_ev": -105301.395,
  "species": ["C", "C", "P", "C", "C", "Si", "Cl", "O", "Si", "C", "C", "C", "C", "C", "P", "O", "O", "O", "N", "C", "C", "C", "O", "H", "H", "H", "H", "H", "H", "H", "H", "H", "H", "H", "H", "H", "H", "H", "H", "H", "H", "H", "H", "H", "H", "H", "H", "H", "H", "H", "H", "H", "H", "N", "C", "C", "C", "C", "C", "H", "H", "H", "H", "H", "N", "C", "C", "C", "C", "C", "H", "H", "H", "H", "H", "N", "C", "C", "C", "C", "C", "H", "H", "H", "H", "H", "N", "C", "C", "C", "C", "C", "H", "H", "H", "H", "H", "N", "C", "C", "C", "C", "C", "H", "H", "H", "H", "H"],
  "positions_angstrom": [[2.870174, 0.345979, 2.748087], [3.271469, 1.106055, 1.474651], [2.666861, 0.451523, -0.143689], [2.437752, -1.384210, 0.022278], [1.208655, -1.873097, 0.800517], [0.613823, 1.210652, -0.506769], [-0.342356, 1.506201, 1.343081], [-0.196935, 0.081987, -1.396476], [-1.777816, 0.322277, -1.846551], [-3.050523, -0.029210, -0.517037], [-4.269431, 0.907913, -0.574378], [-3.958455, 2.375716, -0.292984], [-5.055971, 3.240113, -0.934652], [-3.897011, 2.672863, 1.222698], [-2.168115, -1.154304, -3.511593], [-1.432391, -0.850199, -4.748181], [-3.764316, -1.273914, -3.768598], [-1.723006, -2.600174, -2.976204], [0.561155, 2.806517, -1.290841], [0.867621, 3.889530, -0.315717], [1.357986, 2.760463, -2.445228], [1.907808, 4.027400, -3.033215], [1.539559, 1.678850, -3.006082], [2.892624, -0.728755, 2.610317], [1.880493, 0.660353, 3.065527], [3.555669, 0.568381, 3.562470], [3.009872, 2.149850, 1.616605], [4.357386, 1.075639, 1.411746], [3.323420, -1.725653, 0.551646], [2.407687, -1.787810, -0.982368], [1.408181, -2.891358, 1.136499], [0.997628, -1.290191, 1.688909], [0.313870, -1.923526, 0.188871], [-1.909357, 1.680512, -2.400388], [-3.408555, -1.048505, -0.689081], [-2.640489, -0.041706, 0.489041], [-4.960433, 0.581031, 0.202984], [-4.811173, 0.810093, -1.516351], [-3.025548, 2.710416, -0.742046], [-6.016959, 3.051291, -0.465315], [-4.793499, 4.293552, -0.914749], [-5.132765, 2.969806, -1.987683], [-3.846629, 1.774461, 1.829433], [-3.006322, 3.259342, 1.436412], [-4.738268, 3.297188, 1.505963], [-4.219140, -0.913776, -2.998834], [-1.290887, -3.062191, -3.701706], [-0.031881, 4.116686, 0.246667], [1.632227, 3.620410, 0.411696], [1.163984, 4.805752, -0.806832], [2.474376, 3.808141, -3.924705], [2.561802, 4.525569, -2.321259], [1.103225, 4.729883, -3.238894], [2.442224, -4.305898, 4.237901], [3.345144, -5.052327, 4.870763], [3.429111, -6.431155, 4.734990], [2.523896, -7.068413, 3.901508], [1.578108, -6.304932, 3.235841], [1.583822, -4.933405, 3.438324], [4.029641, -4.509636, 5.515790], [4.185779, -6.987906, 5.270414], [2.556271, -8.142518, 3.770315], [0.854441, -6.759419, 2.573309], [0.864572, -4.293877, 2.938193], [3.228605, 3.955358, 3.400129], [4.035722, 4.996298, 3.207118], [3.800733, 6.257999, 3.731450], [2.661596, 6.450337, 4.496014], [1.809887, 5.378261, 4.704951], [2.138916, 4.156394, 4.138026], [4.914087, 4.803165, 2.600554], [4.493147, 7.066910, 3.544038], [2.441319, 7.420423, 4.922399], [0.909920, 5.483879, 5.294551], [1.501334, 3.289906, 4.278960], [5.766994, -2.713216, 5.874546], [6.533470, -1.967636, 6.666601], [7.619235, -1.232065, 6.216482], [7.928981, -1.275652, 4.867391], [7.143052, -2.048244, 4.028646], [6.077698, -2.743425, 4.580077], [6.258252, -1.962110, 7.715555], [8.204840, -0.641507, 6.907300], [8.769191, -0.716669, 4.475989], [7.348703, -2.111967, 2.969053], [5.434997, -3.357530, 3.958045], [-4.193194, 2.434272, -5.643148], [-3.168189, 1.592148, -5.769623], [-2.607670, 1.233189, -6.984364], [-3.144874, 1.779076, -8.137643], [-4.213222, 2.656496, -8.028290], [-4.696572, 2.950154, -6.763061], [-2.780262, 1.185212, -4.847828], [-1.776576, 0.543319, -7.013301], [-2.738394, 1.524686, -9.108281], [-4.663137, 3.104155, -8.903984], [-5.529343, 3.633198, -6.633365], [-6.641360, -4.908086, -2.358347], [-5.579760, -4.145227, -2.605954], [-4.816094, -4.228213, -3.760473], [-5.176600, -5.169379, -4.710966], [-6.278344, -5.974715, -4.471873], [-6.974418, -5.802820, -3.285140], [-5.330078, -3.427444, -1.830406], [-3.977454, -3.569617, -3.901960], [-4.607557, -5.272528, -5.626222], [-6.593576, -6.720592, -5.188578], [-7.844090, -6.410524, -3.060108]],
  "atomic_forces_ev_per_a": [[0.045, 0.331, -0.090], [-0.150, -0.732, 0.768], [0.570, 0.362, -0.908], [-0.842, 0.570, 0.742], [0.210, -0.569, 0.026], [0.369, -0.644, -0.171], [-0.208, 0.065, -0.306], [-0.762, 0.521, 0.510], [0.161, -0.207, 0.292], [-0.322, -0.083, -0.244], [0.348, -0.036, 0.368], [-0.839, 0.569, 0.254], [0.543, -0.399, -0.470], [0.551, 0.292, -0.514], [0.546, -0.044, -0.789], [-0.060, 0.090, -0.295], [0.517, 0.342, 0.432], [-0.421, -0.030, 0.528], [1.417, 0.027, 0.769], [-0.775, 0.199, -0.086], [-0.255, -1.253, -0.968], [-0.029, 0.293, 0.534], [-0.264, 1.074, 0.709], [-0.071, -0.168, 0.027], [-0.209, -0.214, 0.059], [0.106, 0.150, 0.063], [-0.046, 0.194, -0.258], [0.146, 0.061, -0.240], [0.315, -0.103, -0.227], [0.282, -0.086, -0.169], [-0.074, -0.128, 0.055], [-0.028, 0.178, 0.059], [-0.077, 0.206, -0.158], [-0.113, -0.069, -0.184], [0.072, -0.187, 0.081], [0.262, 0.130, 0.073], [-0.258, -0.078, -0.049], [0.076, 0.007, -0.232], [0.236, -0.352, -0.124], [-0.164, 0.144, 0.118], [-0.158, 0.195, 0.288], [-0.136, 0.056, -0.140], [-0.100, -0.108, 0.134], [0.122, 0.014, 0.181], [-0.262, -0.173, 0.246], [-0.490, -0.046, 0.005], [0.267, -0.158, -0.120], [-0.113, 0.003, 0.070], [0.212, -0.095, -0.054], [0.061, 0.050, -0.204], [-0.046, -0.168, -0.206], [0.179, 0.008, 0.036], [-0.120, 0.030, -0.141], [0.020, -0.017, -0.065], [0.086, 0.077, 0.115], [-0.067, 0.003, -0.048], [0.025, -0.037, -0.010], [0.044, -0.011, 0.027], [-0.071, 0.107, -0.017], [0.012, -0.049, 0.027], [0.008, 0.013, 0.019], [-0.002, -0.004, 0.001], [-0.015, 0.014, -0.003], [-0.051, -0.071, -0.029], [-0.034, 0.072, -0.014], [0.042, -0.055, -0.040], [-0.017, -0.002, 0.007], [-0.012, 0.041, 0.017], [0.023, 0.015, -0.008], [-0.030, -0.115, -0.017], [0.018, 0.043, 0.006], [0.015, -0.005, -0.011], [0.000, 0.004, 0.002], [-0.010, -0.019, 0.004], [-0.033, 0.023, 0.015], [0.084, -0.010, -0.066], [-0.070, -0.020, 0.083], [-0.009, -0.005, -0.015], [0.036, 0.027, -0.025], [0.004, 0.021, 0.016], [-0.095, -0.056, -0.001], [0.035, 0.032, 0.012], [-0.006, -0.003, 0.020], [0.003, 0.002, -0.001], [-0.017, -0.011, -0.010], [0.015, 0.026, -0.050], [0.019, -0.001, -0.047], [-0.167, 0.155, 0.145], [0.044, -0.018, -0.093], [-0.001, 0.010, -0.018], [0.018, -0.016, 0.007], [-0.052, 0.033, 0.044], [0.109, -0.002, -0.074], [-0.011, -0.034, 0.083], [0.001, 0.002, -0.006], [-0.016, 0.014, 0.006], [-0.009, 0.004, -0.050], [0.022, 0.005, -0.012], [-0.012, 0.050, 0.063], [-0.126, -0.208, -0.001], [0.025, -0.006, -0.041], [0.022, 0.017, 0.006], [-0.061, -0.023, 0.045], [0.041, 0.015, -0.023], [0.018, -0.030, -0.012], [-0.004, 0.007, -0.008], [-0.018, -0.007, 0.006], [0.004, -0.026, -0.040]]
}